[1]
{
  "formula": "C17H12AuF2N2O3S4Sb",
  "method": "ωB97M-V/def2-TZVPD",
  "species": ["Au", "S", "Sb", "S", "S", "F", "C", "C", "C", "C", "C", "F", "C", "C", "C", "C", "C", "C", "N", "H", "H", "H", "H", "H", "H", "N", "C", "C", "C", "C", "C", "C", "S", "O", "O", "O", "H", "H", "H", "H", "H", "H"],
  "positions_angstrom": [[-0.4000, 0.1285, 0.0269], [0.2902, 1.0681, 4.1099], [-1.4704, 1.8681, 2.8383], [-0.2359, 2.4220, 0.7779], [-2.0653, -0.2285, 1.6493], [-3.3624, 0.2749, -4.5434], [-2.1497, 0.3758, -3.9813], [-2.0021, 0.1090, -2.6334], [-0.7499, 0.2232, -2.0644], [0.3747, 0.5852, -2.8225], [0.1610, 0.8301, -4.1784], [1.1760, 1.1638, -4.9972], [-1.0826, 0.7460, -4.7711], [1.6718, 0.7049, -2.1249], [2.8683, 1.1499, -2.6824], [3.9909, 1.2668, -1.8763], [3.9253, 0.9238, -0.5359], [2.7149, 0.4726, -0.0483], [1.6417, 0.3681, -0.8245], [-2.8707, -0.1729, -2.0512], [-1.2006, 0.9706, -5.8215], [2.9362, 1.3974, -3.7263], [4.9194, 1.6246, -2.3013], [4.7830, 0.9877, 0.1167], [2.5935, 0.1743, 0.9868], [0.1793, -2.1275, 0.4562], [1.5769, -2.3654, 0.5754], [2.2223, -2.1552, 1.7905], [3.5988, -2.3119, 1.8716], [4.3201, -2.6629, 0.7418], [3.6838, -2.8572, -0.4723], [2.3086, -2.7040, -0.5569], [6.1219, -2.8802, 0.8355], [6.4831, -3.4704, -0.4430], [6.6134, -1.5243, 1.0319], [6.2890, -3.7621, 1.9788], [-0.2573, -2.6713, -0.2774], [-0.3348, -2.2259, 1.3256], [1.6495, -1.8373, 2.6569], [4.1179, -2.1553, 2.8077], [4.2822, -3.1225, -1.3333], [1.7946, -2.8308, -1.5063]],
  "atomic_forces_ev_per_a": [[0.9591, 0.0629, 1.6681], [-0.7557, 0.3487, -0.3947], [0.7991, -0.0580, 1.3396], [-0.3440, -0.9506, -0.8158], [0.2711, 0.1148, -1.1191], [-0.1422, -0.0010, -0.0609], [0.3229, 0.0076, 0.0723], [-0.2294, -0.1310, 0.2644], [-0.0642, 0.1993, -0.7218], [0.0581, -0.0149, 0.0166], [-0.2039, -0.1107, 0.1423], [0.1580, 0.0575, 0.0509], [-0.0462, 0.0130, -0.1155], [0.3273, 0.0563, -0.0985], [-0.0166, -0.1110, 0.0670], [-0.0301, -0.0729, 0.1042], [0.0317, -0.0245, -0.1281], [0.0288, -0.0012, 0.2197], [-0.6590, 0.4632, -0.1625], [0.0091, 0.0569, 0.0130], [-0.0124, -0.0503, 0.0084], [-0.0931, 0.0492, -0.0604], [0.0068, -0.0255, -0.0014], [0.0333, -0.0879, 0.0223], [-0.0023, 0.1572, -0.0773], [-0.5490, 0.3896, -0.2876], [0.4401, -0.0699, -0.0668], [-0.1617, -0.0122, 0.0939], [-0.1696, 0.0041, -0.0671], [0.6805, -0.1566, -0.1237], [-0.2395, 0.0612, 0.0413], [-0.1502, -0.0538, -0.0315], [-0.3096, -0.0730, 0.1322], [-0.0438, 0.0420, -0.0626], [-0.0120, 0.1123, 0.0201], [0.0488, 0.1141, -0.0126], [0.0276, -0.1406, 0.0734], [0.0158, -0.0665, 0.0292], [-0.0011, -0.0190, 0.0029], [0.0029, -0.0282, 0.0100], [-0.0064, -0.0369, 0.0036], [0.0211, -0.0134, 0.0125]],
  "e_homo_ev": [-5.3, -5.3],
  "multiplicity": 2,
  "charge": -1
}

[2]
{
  "formula": "C17H12BrF6N3O4ReS3",
  "method": "ωB97M-V/def2-TZVPD",
  "species": ["Re", "C", "C", "C", "C", "C", "Br", "N", "C", "H", "H", "H", "H", "H", "H", "S", "C", "C", "C", "C", "C", "C", "C", "C", "C", "N", "H", "H", "H", "H", "H", "H", "F", "C", "F", "F", "S", "O", "O", "N", "S", "O", "O", "C", "F", "F", "F"],
  "positions_angstrom": [[1.9285, 0.1751, -0.2858], [2.5927, -5.4460, -0.5260], [3.1549, -4.0490, -0.5733], [4.5210, -3.8035, -0.7042], [5.0444, -2.5104, -0.7344], [4.1282, -1.5087, -0.6408], [4.4584, 0.3595, -0.5904], [2.8026, -1.6835, -0.5244], [2.3250, -2.9477, -0.4807], [3.3883, -6.1871, -0.5516], [1.9370, -5.6292, -1.3778], [2.0169, -5.6011, 0.3865], [5.2039, -4.6420, -0.7762], [6.1036, -2.3154, -0.8212], [1.2542, -3.0480, -0.3593], [-0.8207, 5.1370, -1.0654], [0.8373, 5.4756, -0.9314], [1.5930, 4.3964, -0.5696], [0.7719, 3.2655, -0.4070], [-0.5626, 3.5071, -0.6180], [-1.5214, 2.4114, -0.5477], [-2.9840, 2.3591, -0.1373], [-3.0519, 0.8157, -0.0353], [-2.2235, 0.3964, -1.2901], [-0.9991, -0.4646, -1.0247], [-0.0927, -0.0396, -0.2158], [1.1814, 6.4814, -1.1209], [2.6613, 4.4196, -0.4170], [-3.5742, 2.7385, -0.9719], [-4.0376, 0.3683, 0.0407], [-2.8118, 0.0307, -2.1248], [-0.7506, -1.3012, -1.6714], [-3.5995, 4.4176, 0.7584], [-3.4109, 3.1459, 1.0983], [-2.4833, 3.1157, 2.0700], [-4.5458, 2.6523, 1.5848], [-0.6895, 1.2342, 0.8580], [1.1712, 2.0123, -0.0147], [-1.5335, 1.6085, -1.6875], [-2.1891, 0.5049, 1.1024], [-2.6080, -0.3089, 2.4800], [-1.6368, 0.0209, 3.4605], [-4.0148, -0.1975, 2.6117], [-2.2917, -2.0358, 1.9491], [-2.8725, -2.2345, 0.7561], [-2.7883, -2.8564, 2.8390], [-0.9816, -2.2395, 1.8009]],
  "atomic_forces_ev_per_a": [[0.0631, 0.4021, 0.0171], [0.0806, 0.1101, -0.0009], [-0.0221, -0.2286, -0.0025], [0.1747, -0.0532, -0.0180], [0.0020, -0.1755, -0.0060], [-0.1024, 0.0048, -0.0082], [0.3223, 0.2755, -0.0392], [-0.0175, -0.3772, 0.0030], [0.0025, 0.2375, -0.0226], [-0.0010, 0.0193, 0.0027], [-0.0047, 0.0202, 0.0094], [-0.0089, 0.0144, -0.0125], [-0.0141, 0.0113, 0.0002], [-0.0088, -0.0091, 0.0006], [0.0077, 0.0209, -0.0003], [-0.2002, 0.0422, 0.0373], [0.1844, 0.0042, -0.0063], [-0.0275, 0.1944, -0.0067], [0.6945, -0.6101, 0.3776], [-0.3016, 0.1698, -0.0875], [0.0956, -0.0838, -0.2851], [0.0095, -0.0096, 0.1456], [0.1247, 0.0309, -0.0954], [0.0608, -0.0468, -0.0984], [0.1369, 0.0635, -0.1385], [-0.5712, -0.0269, 0.4375], [-0.0018, -0.0362, -0.0057], [-0.0305, -0.0142, -0.0012], [-0.0391, -0.0643, -0.0352], [-0.0060, -0.0099, 0.0872], [-0.0180, -0.0252, -0.0121], [-0.0603, 0.0146, -0.0059], [0.0205, 0.0747, 0.0105], [-0.1711, -0.0541, -0.0791], [0.1172, -0.0563, 0.0387], [0.0491, 0.0212, 0.0094], [-0.2842, -0.3142, 0.1987], [-0.2460, 0.1560, -0.5649], [0.0428, 0.0326, 0.1978], [0.0782, 0.3938, -0.2641], [-0.3040, 0.1591, 0.5314], [-0.1360, -0.0272, -0.2215], [0.2514, 0.0123, -0.0441], [-0.0553, -0.2388, -0.0505], [-0.0164, 0.0291, 0.0247], [0.0604, -0.0646, -0.0478], [0.0699, 0.0109, 0.0306]],
  "e_homo_ev": [-14.7, -14.6],
  "multiplicity": 2,
  "charge": 2
}

[3]
{
  "formula": "C17H12Cl2N2O4",
  "method": "ωB97M-V/def2-TZVPD",
  "species": ["O", "C", "O", "C", "N", "N", "C", "C", "O", "C", "C", "Cl", "C", "C", "C", "C", "Cl", "C", "O", "C", "C", "C", "C", "C", "C", "H", "H", "H", "H", "H", "H", "H", "H", "H", "H", "H", "H"],
  "positions_angstrom": [[-2.9490, -3.1571, -0.5249], [-1.9862, -2.5361, -0.1618], [-0.7717, -3.0773, -0.1043], [-2.0203, -1.0976, 0.2649], [-0.9243, -0.7145, 0.8405], [-0.7462, 0.5225, 1.2431], [0.5529, 0.8484, 1.8117], [1.4831, -0.3616, 1.8412], [1.7626, -0.8733, 0.5457], [2.5590, -0.1108, -0.2652], [3.9163, 0.1132, -0.0156], [4.6715, -0.5894, 1.3723], [4.6938, 0.8626, -0.8842], [4.1333, 1.3872, -2.0341], [2.8016, 1.1558, -2.3262], [2.0272, 0.4173, -1.4473], [0.3685, 0.1266, -1.8223], [-1.6691, 1.5507, 1.0924], [-1.3922, 2.6722, 1.4715], [-2.9237, 1.1397, 0.4648], [-3.9309, 2.0868, 0.2712], [-5.1142, 1.7198, -0.3283], [-5.3074, 0.4034, -0.7454], [-4.3261, -0.5456, -0.5666], [-3.1169, -0.1928, 0.0441], [-0.1173, -2.4183, 0.2004], [0.4052, 1.2278, 2.8272], [0.9871, 1.6574, 1.2131], [1.0095, -1.1918, 2.3685], [2.4004, -0.0761, 2.3644], [5.7363, 1.0187, -0.6576], [4.7392, 1.9686, -2.7103], [2.3554, 1.5469, -3.2262], [-3.7494, 3.0978, 0.6030], [-5.8943, 2.4510, -0.4779], [-6.2385, 0.1252, -1.2162], [-4.4713, -1.5645, -0.8863]],
  "atomic_forces_ev_per_a": [[0.0805, 0.0377, 0.0004], [0.0642, 0.0643, 0.0702], [0.2247, -0.3782, -0.0706], [0.4681, 0.2961, 0.3798], [-0.6390, -0.8336, -0.2195], [-0.2346, 0.3712, 0.0615], [0.4213, -0.1221, -0.0008], [-0.4061, 0.3699, 0.4226], [0.5473, -0.0140, -0.4448], [-0.0320, 0.0698, -0.0442], [-0.1483, -0.0095, -0.0863], [0.0820, -0.0917, 0.0613], [-0.0639, -0.0092, 0.0318], [-0.0214, -0.0450, 0.0374], [-0.0296, -0.0404, 0.0853], [0.1546, -0.0439, 0.1717], [-0.0732, 0.0448, -0.1884], [0.0819, -0.0421, -0.0047], [-0.0296, 0.0711, 0.0135], [-0.2982, -0.3277, -0.2188], [0.0752, 0.0070, 0.0424], [0.0679, 0.0694, 0.0492], [0.0630, -0.0349, 0.0116], [-0.0721, -0.0818, -0.0578], [-0.0395, 0.4986, 0.0917], [-0.2352, 0.0252, -0.0643], [0.1080, 0.0074, -0.1007], [-0.0294, -0.0421, 0.1413], [0.1363, 0.1207, 0.0193], [-0.1628, -0.0663, -0.0705], [0.0861, -0.0087, 0.0514], [0.0629, 0.0535, -0.0682], [-0.0734, 0.0202, -0.0682], [0.0008, 0.0797, 0.0174], [-0.0524, 0.0656, -0.0047], [-0.0654, -0.0427, -0.0376], [-0.0185, -0.0384, -0.0096]],
  "e_homo_ev": -9.0,
  "multiplicity": 1,
  "charge": 0
}

[4]
{
  "formula": "C17H12Cl4IO5RhS",
  "method": "ωB97M-V/def2-TZVPD",
  "species": ["Rh", "Cl", "C", "C", "Cl", "C", "Cl", "C", "O", "C", "O", "C", "Cl", "O", "S", "C", "C", "C", "C", "H", "H", "H", "H", "H", "H", "H", "H", "I", "C", "C", "C", "C", "C", "C", "C", "O", "O", "H", "H", "H", "H"],
  "positions_angstrom": [[0.0493, -0.4511, 0.3309], [-2.0851, 6.1547, 0.1790], [-1.9891, 4.4560, 0.3910], [-3.0847, 3.7681, 1.0306], [-4.4359, 4.6797, 1.5589], [-3.0579, 2.4151, 1.2096], [-4.3399, 1.5498, 1.9498], [-1.9333, 1.6556, 0.7680], [-1.8686, 0.3956, 0.8972], [-0.8175, 2.3531, 0.1300], [0.1797, 1.6800, -0.2575], [-0.8954, 3.7707, -0.0454], [0.4296, 4.5272, -0.8292], [1.1143, -1.2626, -1.6406], [-0.2862, -1.0609, -2.2121], [-0.4340, -2.1515, -3.6435], [-0.8037, -1.2788, -4.8378], [-0.0283, 0.0261, -4.6515], [-0.2872, 0.4459, -3.2088], [-1.1215, -2.9636, -3.4157], [0.5848, -2.5444, -3.7088], [-1.8779, -1.0786, -4.8415], [-0.5669, -1.7859, -5.7725], [-0.3447, 0.7999, -5.3495], [1.0396, -0.1418, -4.8024], [-1.2690, 0.9054, -3.0772], [0.4597, 1.0901, -2.7454], [-2.2139, -6.4832, -1.3979], [-1.0360, -5.2044, -0.2591], [0.1739, -5.6557, 0.2555], [0.9742, -4.7930, 0.9898], [0.5851, -3.4776, 1.1989], [-0.6368, -3.0673, 0.6978], [-1.4660, -3.9047, -0.0335], [1.5066, -2.5237, 1.9152], [2.3477, -2.9401, 2.6749], [1.4283, -1.2564, 1.5474], [0.4934, -6.6731, 0.0765], [1.9216, -5.1215, 1.3974], [-1.0078, -2.0631, 0.9232], [-2.4176, -3.5558, -0.4110]],
  "atomic_forces_ev_per_a": [[0.2556, 0.0291, 0.2719], [0.0057, -0.0341, 0.0082], [-0.2543, 0.0717, 0.1064], [0.0580, 0.2640, -0.0738], [0.0196, -0.0206, -0.0001], [0.1355, -0.1981, -0.0568], [-0.0204, 0.0523, 0.0072], [-0.0808, -0.0378, 0.0087], [-0.0796, 0.1051, 0.0587], [0.1124, 0.0302, -0.0669], [0.0078, 0.0981, -0.0553], [0.0831, -0.2109, -0.0384], [-0.0470, 0.0464, 0.0214], [-0.5430, 0.1255, -0.2760], [0.3285, 0.0744, 0.1338], [0.1171, -0.1349, -0.0581], [-0.0077, 0.0084, 0.0271], [-0.0109, 0.0176, 0.0190], [0.0984, 0.0515, -0.0712], [-0.0112, 0.0086, -0.0202], [-0.0571, -0.0664, -0.0998], [0.0040, -0.0026, 0.0083], [0.0446, 0.0071, 0.0024], [-0.0075, 0.0004, -0.0035], [-0.0051, -0.0257, 0.0014], [-0.0201, -0.0294, -0.0289], [-0.0053, 0.0366, -0.0567], [-0.0986, -0.1034, -0.0924], [0.0567, 0.0978, 0.0346], [0.0087, 0.0480, 0.0117], [0.0815, -0.0525, 0.0171], [-0.1825, -0.0473, -0.0164], [-0.1903, 0.1471, -0.0437], [0.2053, -0.1227, 0.0219], [0.5334, 0.4114, -0.5003], [-0.1195, -0.0835, 0.2259], [-0.0569, -0.3617, 0.3280], [-0.0004, 0.0019, 0.0032], [-0.0185, -0.0120, -0.0067], [-0.3358, -0.1943, 0.2134], [-0.0038, 0.0047, 0.0352]],
  "e_homo_ev": [-8.3, -9.0],
  "multiplicity": 5,
  "charge": 0
}